1.
Below is a cluster of 2 separate species, C4H13NOS2 in total, with properties calculated with ωB97M-V/def2-TZVPD.

Last column: Löwdin charge in e.
Cartesian coordinates (Å):
C -2.34014 -0.08817 0.19161  -0.18
C -2.08166 -1.08395 1.29323  -0.60
S -0.52210 -0.78611 2.17804  0.49
S 0.88257 -1.85981 1.15860  0.49
C 1.32477 -0.78678 -0.23049  -0.56
C 1.86009 0.60524 0.13505  -0.37
N 3.05583 0.60204 0.96194  -0.01
H -3.16402 -0.32921 -0.48515  0.08
H -2.64883 0.87758 0.56546  0.07
H -1.51924 0.11085 -0.48885  0.03
H -2.85636 -0.95551 2.05843  0.06
H -2.16041 -2.12231 0.99125  0.06
H 2.14837 -1.29460 -0.74055  0.07
H 0.49340 -0.66323 -0.91380  0.05
H 2.20045 1.03091 -0.81617  0.11
H 1.12069 1.26568 0.56458  0.09
H 3.78153 0.06594 0.52485  0.06
H 2.90418 0.26636 1.90540  0.06
O -1.19867 1.66906 -2.87520  -0.06
H -0.73259 1.39707 -3.67622  0.04
H -0.54784 2.07895 -2.30200  0.03

Structure (SMILES) = CCSSCCN.O
HOMO = -8.817 eV
HOMO-LUMO gap = 9.42 eV
Net charge = 0


2.
Below is a cluster of 4 separate species, C4H13NOS2 in total, with properties calculated with ωB97M-V/def2-TZVPD.

Last column: Löwdin charge in e.
Cartesian coordinates (Å):
S 1.48017 -3.82134 -1.47853  0.13
S -0.77692 2.70505 0.75998  0.66
C 0.99333 2.13638 0.58525  -0.57
C 1.12823 0.73741 1.11944  -0.32
N 0.93228 -0.29759 0.08464  -0.07
C 0.47445 -1.64102 0.36025  -0.35
C -0.98327 -1.93053 0.40670  -0.07
H -1.05939 1.79728 -0.83043  0.17
H 1.39720 2.14726 -0.46033  0.08
H 1.57867 2.92891 1.06466  0.06
H 2.04145 0.53042 1.66847  0.11
H 0.31749 0.60959 1.82202  0.08
H 1.64640 -0.26639 -0.63489  0.12
H 1.12161 -2.19741 1.00474  0.10
H 0.94689 -2.28237 -0.45760  -0.13
H -1.49353 -1.60515 1.32365  0.09
H -1.46192 -1.56535 -0.49356  0.08
H -0.87744 -3.06043 0.36993  0.09
H -3.98255 2.38967 -0.84707  0.04
H -2.65965 2.62292 -0.17370  -0.15
O -3.11353 2.79133 -1.00761  -0.14

HOMO = -9.168 eV
HOMO-LUMO gap = 6.15 eV
Net charge = 0


Most stable: 1 (next structure +0.2477 hartree)


1.
Below is a cluster of 2 separate species, ClH4N2OP in total, with properties calculated with ωB97M-V/def2-TZVPD.

Last column: Löwdin charge in e.
Cartesian coordinates (Å):
N 0.93978 1.75773 0.17424  -0.08
N -0.58605 -1.15843 -0.87310  -0.76
O 0.26876 -1.30972 1.48574  -0.36
P -0.67908 -0.32940 0.65467  0.83
Cl -1.33293 -0.54365 -2.24234  0.53
H 0.65263 2.64401 0.59067  -0.06
H 0.53922 1.83311 -0.72463  -0.12
H -0.85130 -2.07628 -0.86075  -0.04
H 1.04897 -0.81737 1.79550  0.06

HOMO (spin up / spin down) = -7.695 / -9.083 eV
HOMO-LUMO gap (spin up / spin down) = 7.32 / 8.73 eV
Net charge = 0


2.
Below is a structure of composition ClH4N2OP, with properties calculated with ωB97M-V/def2-TZVPD.

Last column: Löwdin charge in e.
Cartesian coordinates (Å):
N -1.08624 -0.42437 1.45934  -0.02
N -0.58691 -0.32670 0.08660  -0.35
O 0.41061 0.52508 -2.05345  -0.39
P 0.45871 0.85806 -0.42791  0.77
Cl 2.67253 -0.52993 -0.09818  -0.31
H -0.45154 -1.02345 2.04249  0.10
H -1.01377 0.39990 1.98977  0.03
H -1.28996 -0.76613 -0.44086  0.07
H 0.88657 1.28753 -2.55780  0.10

HOMO = -9.374 eV
HOMO-LUMO gap = 8.98 eV
Net charge = 0


Most stable: 2 (next structure +0.0965 hartree)


1.
Below is the molecule C5H7NO2, with properties calculated with ωB97M-V/def2-TZVPD.

Last column: Löwdin charge in e.
Cartesian coordinates (Å):
H -1.91057 0.66098 0.27570  0.06
N -1.46401 0.72464 1.19641  0.14
C -0.17687 0.60794 1.08367  -0.22
C 0.48123 1.04094 -0.25780  -0.45
C 0.79489 2.34951 -0.34533  0.06
O 0.73837 0.04746 -1.08082  0.00
C 0.52494 -1.23042 0.04143  -0.33
C -0.49516 -2.10478 -0.61262  0.02
O 1.41489 -1.52657 0.77873  0.18
H 0.44605 0.65636 1.98315  0.12
H 1.36889 2.69855 -1.19591  0.06
H 0.50362 3.05073 0.42471  0.06
H -0.98401 -1.60837 -1.44746  0.09
H 0.00618 -3.00200 -0.97881  0.11
H -1.24846 -2.36499 0.13496  0.10

Structure (SMILES) = [H]/N=C\C(=C)OC(C)=O
HOMO = -8.772 eV
HOMO-LUMO gap = 7.97 eV
Net charge = 0


2.
Below is the molecule C5H7NO2, with properties calculated with ωB97M-V/def2-TZVPD.

Last column: Löwdin charge in e.
Cartesian coordinates (Å):
C -0.29960 -2.19427 0.45275  0.07
C 0.43279 -1.31809 0.27716  -0.19
C 1.52809 -0.44093 -0.10916  -0.17
N 1.25306 1.07384 -0.05682  -0.06
C 0.04027 1.42942 -0.72377  -0.17
C -1.29454 0.66411 -0.27021  -0.47
O -2.20633 0.45990 -0.98487  0.12
O -1.34887 0.31412 1.13382  -0.09
H -0.91258 -3.00042 1.09318  0.12
H 2.49780 -0.76099 0.34354  0.14
H 1.68007 -0.62976 -1.11691  0.09
H 0.71407 1.23699 0.91156  0.15
H 0.24850 1.07534 -1.62542  0.06
H -0.18236 2.57190 -0.70498  0.17
H -2.15037 -0.48117 1.38014  0.24

Structure (SMILES) = C#CCNCC(=O)O
HOMO = -9.695 eV
HOMO-LUMO gap = 10.27 eV
Net charge = 0


Most stable: 1 (next structure +0.0592 hartree)


1.
Below is a structure of composition C5H7NO2, with properties calculated with ωB97M-V/def2-TZVPD.

Last column: Löwdin charge in e.
Cartesian coordinates (Å):
C -0.99857 1.05454 0.99506  -0.28
C 0.55562 -1.27029 -0.54716  -0.22
C 1.22428 -0.17552 -1.58154  -0.01
C 0.94213 0.67851 -0.29175  -0.29
C 1.37686 -0.48733 0.48164  -0.14
H -0.58653 2.00796 1.58858  0.18
H 0.79293 -2.32627 -0.78145  0.15
H 2.30449 -0.52226 -1.56483  0.12
H 0.73602 0.11001 -2.58297  0.13
H 1.42349 1.52506 0.03608  0.13
H 0.99278 -0.95463 1.41641  0.14
H 2.37188 -0.63341 0.74352  0.10
N -0.49399 0.60782 -0.19212  -0.02
O -2.06699 0.55391 1.38398  0.02
O -0.83038 -0.83650 -0.36498  -0.01

HOMO = -9.546 eV
HOMO-LUMO gap = 10.32 eV
Net charge = 0


2.
Below is the molecule C5H7NO2, with properties calculated with ωB97M-V/def2-TZVPD.

Last column: Löwdin charge in e.
Cartesian coordinates (Å):
C 0.84126 2.01174 -0.14288  0.09
C 1.12746 0.70457 -0.08864  -0.12
C 2.30825 -0.30115 0.00694  -0.40
O 3.49313 -0.34801 0.28454  0.07
N 1.42165 -1.35204 -0.28622  0.09
C 0.22920 -0.55374 -0.40161  -0.27
C -0.97743 -0.79708 0.54550  -0.26
O -2.13031 -0.24386 0.03106  -0.06
H -0.17669 2.37820 -0.10692  0.06
H 1.60097 2.63164 0.27997  0.06
H 1.70672 -2.36316 -0.48449  0.19
H -0.16468 -0.52515 -1.47854  0.16
H -0.67580 -0.32353 1.57243  0.14
H -1.17446 -1.89154 0.97238  0.15
H -2.23389 0.69423 0.20732  0.09

Structure (SMILES) = C=C1C(=O)N[C@H]1CO
HOMO = -9.830 eV
HOMO-LUMO gap = 10.26 eV
Net charge = 0


3.
Below is the molecule C5H7NO2, with properties calculated with ωB97M-V/def2-TZVPD.

Last column: Löwdin charge in e.
Cartesian coordinates (Å):
H 1.72586 1.67384 1.49498  0.09
N 0.96838 1.03167 1.11441  0.14
C 1.14839 0.31854 0.06114  -0.33
C 2.23315 0.17904 -0.88346  -0.03
C -0.15251 -0.57772 -0.28250  -0.19
O 0.14791 -1.76094 -0.61826  0.07
C -1.54965 -0.02649 -0.29272  -0.43
C -2.30146 -0.40374 0.86786  0.02
O -1.93113 0.69868 -1.17204  0.13
H 1.83526 -0.36716 -1.66883  0.06
H 3.05820 -0.36002 -0.44645  0.10
H 2.38917 1.13988 -1.27260  0.08
H -2.77550 -1.26998 0.56164  0.09
H -3.14956 0.27172 0.87838  0.11
H -1.64652 -0.54731 1.65846  0.08

Structure (SMILES) = [H]/N=C(\C)C(=O)C(C)=O
HOMO = -9.421 eV
HOMO-LUMO gap = 9.55 eV
Net charge = 0


Most stable: 3 (next structure +0.0030 hartree)